No. 1
{"formula": "C27H78N6O9", "method": "ωB97M-V/def2-TZVPD", "smiles": "COC[C@H](C)N.COC[C@H](C)N.COC[C@H](C)N.COC[C@H](C)N.COC[C@H](C)N.COC[C@H](C)N.CC(C)O.O.O", "relative_energy_ev": 0.000, "e_homo_ev": -9.0, "spin_multiplicity": 1, "gap_ev": 8.9, "elements": ["C", "C", "C", "O", "H", "H", "H", "H", "H", "H", "H", "H", "O", "H", "H", "O", "H", "H", "C", "C", "C", "O", "C", "N", "H", "H", "H", "H", "H", "H", "H", "H", "H", "H", "H", "C", "C", "C", "O", "C", "N", "H", "H", "H", "H", "H", "H", "H", "H", "H", "H", "H", "C", "C", "C", "O", "C", "N", "H", "H", "H", "H", "H", "H", "H", "H", "H", "H", "H", "C", "C", "C", "O", "C", "N", "H", "H", "H", "H", "H", "H", "H", "H", "H", "H", "H", "C", "C", "C", "O", "C", "N", "H", "H", "H", "H", "H", "H", "H", "H", "H", "H", "H", "C", "C", "C", "O", "C", "N", "H", "H", "H", "H", "H", "H", "H", "H", "H", "H", "H"], "xyz": [[1.127, 2.932, 0.830], [2.536, 2.744, 0.315], [2.756, 1.309, -0.115], [2.770, 3.591, -0.816], [1.015, 3.961, 1.202], [0.895, 2.304, 1.693], [0.332, 2.815, 0.093], [3.240, 3.008, 1.114], [1.875, 0.991, -0.690], [2.818, 0.646, 0.747], [3.547, 1.105, -0.838], [2.439, 4.476, -0.607], [2.198, 6.251, -0.163], [2.885, 6.914, -0.286], [1.511, 6.692, 0.346], [2.708, 5.998, -3.283], [2.197, 6.458, -2.610], [2.965, 5.170, -2.862], [2.878, -5.285, -1.651], [2.567, -4.979, -3.096], [2.291, -3.506, -3.346], [3.402, -2.813, -2.784], [3.398, -1.447, -3.099], [3.673, -5.470, -3.979], [3.098, -6.346, -1.533], [2.071, -4.982, -0.985], [3.776, -4.748, -1.332], [1.772, -5.647, -3.443], [1.363, -3.272, -2.813], [2.261, -3.285, -4.416], [4.363, -1.021, -2.825], [2.622, -0.924, -2.520], [3.241, -1.256, -4.167], [4.525, -4.983, -3.716], [3.469, -5.197, -4.933], [-0.615, -0.781, -1.000], [-1.093, -1.323, -2.349], [-1.814, -2.641, -2.297], [-0.879, -3.640, -1.921], [-1.228, -4.915, -2.409], [-1.841, -0.352, -3.188], [-0.969, -1.314, -0.112], [-0.866, 0.273, -0.881], [0.473, -0.806, -0.911], [-0.187, -1.501, -2.942], [-2.295, -2.851, -3.256], [-2.605, -2.621, -1.526], [-2.180, -5.244, -1.970], [-0.441, -5.603, -2.107], [-1.358, -4.885, -3.496], [-1.289, 0.502, -3.145], [-2.652, -0.089, -2.619], [-1.748, 3.324, -2.235], [-0.663, 2.804, -3.184], [0.024, 3.927, -3.931], [-0.858, 4.704, -4.715], [-0.441, 6.031, -4.873], [0.331, 1.962, -2.499], [-1.412, 4.220, -1.711], [-2.025, 2.532, -1.536], [-2.650, 3.531, -2.810], [-1.191, 2.155, -3.887], [0.763, 3.494, -4.620], [0.528, 4.551, -3.181], [0.566, 6.139, -5.292], [-0.419, 6.583, -3.919], [-1.176, 6.522, -5.509], [1.061, 2.561, -2.090], [0.967, 1.573, -3.204], [-3.573, 1.271, 0.846], [-4.414, 0.208, 0.158], [-5.724, -0.047, 0.858], [-6.468, 1.144, 0.947], [-7.790, 0.929, 1.334], [-4.564, 0.558, -1.260], [-4.004, 2.265, 0.727], [-2.549, 1.303, 0.470], [-3.488, 1.021, 1.906], [-3.857, -0.736, 0.182], [-5.572, -0.442, 1.876], [-6.252, -0.848, 0.315], [-7.897, 0.261, 2.201], [-8.404, 0.453, 0.549], [-8.256, 1.888, 1.549], [-5.249, 0.007, -1.767], [-4.928, 1.506, -1.323], [-0.734, 1.743, 8.518], [-0.547, 1.569, 7.032], [0.891, 1.668, 6.605], [0.913, 1.683, 5.188], [2.209, 1.859, 4.660], [-1.105, 0.284, 6.582], [-1.794, 1.751, 8.777], [-0.276, 2.646, 8.919], [-0.275, 0.887, 9.024], [-1.091, 2.354, 6.481], [1.421, 0.785, 6.987], [1.324, 2.610, 6.960], [2.720, 2.742, 5.063], [2.084, 1.961, 3.585], [2.834, 0.983, 4.872], [-1.046, 0.257, 5.572], [-2.077, 0.209, 6.853], [1.378, -2.419, 1.423], [2.160, -3.233, 2.414], [1.928, -4.716, 2.243], [0.552, -5.021, 2.402], [-0.049, -5.635, 1.270], [3.586, -2.884, 2.356], [1.677, -1.367, 1.470], [0.301, -2.417, 1.584], [1.558, -2.725, 0.385], [1.858, -2.991, 3.438], [2.466, -5.270, 3.024], [2.331, -5.066, 1.285], [-0.002, -4.975, 0.402], [-1.083, -5.831, 1.556], [0.389, -6.622, 1.083], [4.136, -3.551, 2.893], [3.951, -3.033, 1.415]]}

***

No. 2
{"formula": "C31H100N18O21", "method": "ωB97M-V/def2-TZVPD", "relative_energy_ev": 0.000, "e_homo_ev": -8.2, "spin_multiplicity": 1, "gap_ev": 7.8, "elements": ["C", "O", "N", "N", "H", "H", "H", "H", "C", "O", "N", "N", "H", "H", "H", "H", "C", "O", "N", "N", "H", "H", "H", "H", "C", "O", "N", "N", "H", "H", "H", "H", "C", "O", "N", "N", "H", "H", "H", "H", "C", "O", "N", "N", "H", "H", "H", "H", "C", "O", "N", "N", "H", "H", "H", "H", "C", "O", "C", "C", "N", "C", "C", "O", "C", "H", "H", "H", "H", "H", "H", "H", "H", "H", "H", "H", "H", "H", "H", "H", "C", "O", "C", "C", "N", "C", "C", "O", "C", "H", "H", "H", "H", "H", "H", "H", "H", "H", "H", "H", "H", "H", "H", "H", "C", "O", "C", "C", "N", "C", "C", "O", "C", "H", "H", "H", "H", "H", "H", "H", "H", "H", "H", "H", "H", "H", "H", "H", "C", "O", "C", "C", "N", "C", "C", "O", "C", "H", "H", "H", "H", "H", "H", "H", "H", "H", "H", "H", "H", "H", "H", "H", "O", "H", "H", "O", "H", "H", "O", "H", "H", "O", "H", "H", "O", "H", "H", "O", "H", "H"], "xyz": [[1.712, 5.807, 0.560], [1.676, 6.592, -0.404], [2.728, 5.634, 1.422], [0.631, 5.048, 0.869], [3.550, 6.186, 1.246], [2.624, 5.023, 2.222], [0.741, 4.243, 1.464], [-0.162, 5.064, 0.235], [-4.701, 1.170, -1.216], [-3.605, 0.742, -0.860], [-5.172, 1.194, -2.480], [-5.605, 1.638, -0.324], [-4.642, 0.781, -3.229], [-6.093, 1.540, -2.675], [-6.570, 1.755, -0.563], [-5.230, 1.608, 0.611], [1.031, 2.822, 3.675], [1.615, 3.829, 3.260], [0.636, 2.763, 4.967], [0.729, 1.754, 2.926], [0.914, 3.387, 5.698], [-0.145, 2.131, 5.047], [0.193, 0.967, 3.241], [1.165, 1.720, 2.011], [3.858, -2.255, -1.417], [4.918, -2.821, -1.694], [3.768, -1.413, -0.368], [2.680, -2.343, -2.069], [4.601, -1.259, 0.168], [2.871, -1.053, -0.098], [2.732, -2.674, -3.018], [1.824, -1.970, -1.686], [-0.370, 4.940, -2.943], [-0.025, 3.855, -2.460], [-0.196, 6.176, -2.400], [-1.093, 4.996, -4.071], [0.283, 6.250, -1.500], [-0.736, 6.974, -2.676], [-1.234, 5.889, -4.507], [-1.239, 4.145, -4.586], [-4.677, -1.748, 1.088], [-5.050, -0.710, 1.608], [-4.151, -1.932, -0.168], [-4.625, -2.958, 1.739], [-4.007, -2.885, -0.431], [-3.904, -1.143, -0.748], [-4.003, -3.645, 1.351], [-4.969, -3.023, 2.681], [7.034, 1.212, 0.277], [6.473, 2.304, 0.339], [8.095, 0.942, -0.509], [6.581, 0.064, 0.865], [8.507, 1.627, -1.115], [8.424, -0.003, -0.491], [5.686, 0.022, 1.322], [7.129, -0.771, 0.793], [8.268, -7.764, 5.075], [7.767, -6.583, 4.526], [7.292, -5.668, 5.482], [6.574, -4.452, 4.854], [5.770, -4.841, 3.695], [5.067, -3.724, 3.077], [4.150, -4.218, 1.958], [4.913, -4.898, 0.971], [4.198, -5.540, -0.062], [7.541, -8.533, 5.351], [8.834, -7.586, 5.998], [9.014, -8.217, 4.421], [8.136, -5.273, 6.055], [6.555, -6.183, 6.107], [7.403, -3.820, 4.512], [5.938, -3.983, 5.603], [6.413, -5.195, 2.997], [5.823, -3.004, 2.739], [4.499, -3.156, 3.814], [3.691, -3.304, 1.564], [3.382, -4.969, 2.175], [3.568, -6.286, 0.438], [4.921, -6.016, -0.720], [3.584, -4.880, -0.682], [0.195, -4.678, 0.750], [0.159, -3.261, 0.609], [-0.968, -2.905, -0.210], [-1.086, -1.410, -0.372], [0.246, -0.906, -0.748], [0.204, 0.508, -1.257], [1.480, 1.223, -0.908], [1.994, 0.834, 0.382], [3.148, 1.595, 0.633], [-0.476, -5.204, 0.067], [-0.176, -4.942, 1.743], [1.216, -5.025, 0.595], [-1.868, -3.308, 0.264], [-0.893, -3.441, -1.160], [-1.436, -0.998, 0.579], [-1.818, -1.273, -1.165], [0.810, -0.823, 0.088], [-0.708, 0.950, -0.846], [0.068, 0.462, -2.338], [1.388, 2.311, -0.972], [2.222, 1.024, -1.688], [3.604, 1.220, 1.552], [2.933, 2.648, 0.854], [3.877, 1.561, -0.179], [-1.085, 6.971, 5.629], [-0.046, 7.780, 5.114], [0.359, 7.359, 3.837], [-0.553, 7.772, 2.681], [-1.480, 6.707, 2.274], [-2.309, 7.067, 1.098], [-3.025, 5.873, 0.550], [-2.046, 4.958, -0.023], [-2.681, 3.727, -0.350], [-1.928, 6.905, 4.935], [-1.518, 7.431, 6.517], [-0.801, 5.941, 5.863], [0.674, 6.318, 3.711], [1.279, 7.921, 3.656], [0.048, 7.972, 1.788], [-1.130, 8.631, 3.027], [-0.997, 5.860, 2.012], [-1.722, 7.468, 0.260], [-2.943, 7.880, 1.457], [-3.672, 6.193, -0.269], [-3.582, 5.404, 1.364], [-1.978, 2.899, -0.405], [-3.333, 3.835, -1.219], [-3.321, 3.447, 0.494], [-3.116, -0.176, -4.778], [-4.129, -1.034, -4.200], [-3.693, -2.358, -3.924], [-4.910, -3.313, -3.780], [-5.657, -3.493, -5.042], [-6.675, -2.440, -5.216], [-7.429, -2.636, -6.516], [-8.375, -1.641, -6.801], [-9.504, -1.604, -5.962], [-3.539, 0.596, -5.417], [-2.323, -0.742, -5.269], [-2.538, 0.366, -4.021], [-3.046, -2.220, -3.052], [-3.011, -2.803, -4.657], [-5.482, -3.013, -2.901], [-4.493, -4.285, -3.502], [-4.872, -3.292, -5.654], [-6.082, -1.520, -5.258], [-7.265, -2.207, -4.328], [-7.878, -3.633, -6.597], [-6.670, -2.620, -7.301], [-10.076, -2.522, -6.141], [-10.193, -0.820, -6.272], [-9.349, -1.508, -4.885], [-3.654, -5.513, 1.733], [-4.400, -5.730, 2.302], [-3.331, -6.365, 1.423], [-0.294, -2.200, -3.533], [-0.790, -3.030, -3.444], [0.095, -2.055, -2.660], [1.070, 1.652, -3.861], [1.820, 2.082, -4.281], [0.615, 2.366, -3.383], [3.716, -0.823, 3.032], [3.913, -0.370, 3.858], [2.748, -0.804, 2.970], [0.906, -1.143, 2.345], [0.220, -0.805, 1.765], [0.713, -2.085, 2.421], [-1.751, -4.631, -3.361], [-2.134, -5.312, -2.801], [-1.984, -4.897, -4.258]]}

***

No. 3
{"formula": "C25H15Cl5FeNO2S", "method": "ωB97M-V/def2-TZVPD", "e_homo_ev": [-4.9, -4.8], "spin_multiplicity": 5, "gap_ev": [6.2, 7.2], "charge": -1, "elements": ["Fe", "Cl", "C", "C", "Cl", "C", "Cl", "C", "O", "C", "Cl", "C", "Cl", "O", "N", "C", "C", "C", "C", "C", "S", "H", "H", "H", "H", "C", "C", "C", "C", "C", "C", "C", "C", "C", "C", "C", "C", "C", "C", "H", "H", "H", "H", "H", "H", "H", "H", "H", "H", "H"], "xyz": [[1.293, -0.127, 0.095], [3.005, 3.181, -6.088], [2.204, 2.420, -4.762], [2.780, 1.324, -4.104], [4.267, 0.672, -4.702], [2.153, 0.762, -3.041], [3.166, -0.184, -0.849], [0.926, 1.202, -2.528], [0.334, 0.675, -1.524], [0.337, 2.291, -3.234], [-1.179, 2.892, -2.667], [0.974, 2.887, -4.310], [0.234, 4.222, -5.105], [1.530, 1.919, 0.954], [2.260, 2.200, 1.989], [2.707, 3.458, 2.136], [3.385, 3.867, 3.255], [3.657, 2.936, 4.256], [3.279, 1.628, 4.059], [2.576, 1.236, 2.911], [2.109, -0.378, 2.636], [2.477, 4.118, 1.314], [3.700, 4.894, 3.334], [4.166, 3.224, 5.162], [3.510, 0.863, 4.781], [-2.895, -5.322, -1.352], [-3.032, -4.711, -0.117], [-2.170, -3.699, 0.269], [-1.144, -3.283, -0.578], [-0.997, -3.931, -1.807], [-1.868, -4.930, -2.196], [-0.232, -2.190, -0.259], [-0.422, -1.068, 0.435], [-1.613, -0.514, 1.026], [-1.575, 0.110, 2.277], [-2.687, 0.752, 2.779], [-3.866, 0.786, 2.051], [-3.929, 0.149, 0.820], [-2.817, -0.490, 0.310], [-3.585, -6.099, -1.656], [-3.825, -5.021, 0.550], [-2.277, -3.234, 1.237], [-0.195, -3.628, -2.464], [-1.751, -5.398, -3.165], [0.745, -2.305, -0.752], [-0.654, 0.094, 2.840], [-2.631, 1.252, 3.738], [-4.728, 1.307, 2.446], [-4.850, 0.166, 0.252], [-2.852, -0.975, -0.655]]}